Entry from the Open Molecules 2025 dataset: C4H11N3 in the gas phase at a distorted geometry (wB97M-V/def2-TZVPD).

Atoms and positions in Å:
H1 2.154 1.628 1.478
N1 1.322 2.004 1.036
C1 0.795 1.197 0.202
C2 1.251 -0.207 -0.123
C3 0.386 -1.201 0.625
C4 -1.423 -1.235 0.244
N2 -0.290 1.645 -0.507
N3 -0.998 0.991 -1.496
H2 1.189 -0.398 -1.200
H3 2.305 -0.323 0.153
H4 0.643 -2.235 0.408
H5 0.430 -1.049 1.701
H6 -1.746 -0.621 1.079
H7 -1.580 -2.280 0.514
H8 -2.204 -1.243 -0.517
H9 -0.600 2.584 -0.293
H10 -0.372 0.797 -2.283
H11 -1.261 -0.052 -1.024

Results
HOMO-LUMO gap	0.3416	Ha
E_HOMO	-8.45	eV
2S+1	1
maximum force	0.08923	hartree/bohr
ΔE to the lowest compared entry with this formula, charge and spin	400.6	kJ/mol

Entry from the Open Molecules 2025 dataset: a 2-piece molecular cluster, C4H11N3 overall at a distorted geometry (wB97M-V/def2-TZVPD).

Atoms and positions in Å:
H1 -2.306 1.585 0.969
N1 -1.604 0.854 1.098
C1 -0.831 0.784 0.048
N2 -0.119 -0.460 -0.226
C2 -0.395 -1.143 -1.486
C3 0.096 -1.364 0.905
H2 -1.127 1.254 -0.902
H3 -1.351 -1.673 -1.445
H4 0.402 -1.862 -1.687
H5 -0.409 -0.425 -2.308
H6 0.311 -0.797 1.811
H7 -0.788 -1.978 1.092
H8 0.951 -2.009 0.686
C4 1.117 1.777 0.356
N3 1.745 0.895 -0.446
H9 1.029 2.808 0.003
H10 1.124 1.627 1.441
H11 2.155 0.128 0.091

Results
HOMO-LUMO gap	0.3006	Ha
E_HOMO	-8.07	eV
2S+1	1
maximum force	0.10610	hartree/bohr
ΔE to the lowest compared entry with this formula, charge and spin	440.7	kJ/mol

Entry from the Open Molecules 2025 dataset: a 2-piece molecular cluster, C4H11N3 overall at a distorted geometry (wB97M-V/def2-TZVPD).

Atoms and positions in Å:
C1 -1.459 0.057 1.547
C2 1.405 -0.922 -2.389
N1 -0.727 0.173 -0.470
N2 -1.799 1.365 1.430
N3 -0.701 -0.373 2.587
C3 0.604 0.485 -0.456
C4 1.604 0.023 -1.240
H1 -0.927 -0.540 -1.167
H2 -2.166 -0.659 1.154
H3 -1.182 2.023 1.892
H4 -1.766 1.526 0.388
H5 -0.485 -1.357 2.625
H6 0.045 0.227 2.910
H7 0.879 1.174 0.347
H8 2.615 0.352 -1.028
H9 1.178 -1.941 -2.055
H10 0.587 -0.628 -3.055
H11 2.296 -0.986 -3.017

Results
HOMO-LUMO gap	0.2706	Ha
E_HOMO	-6.61	eV
2S+1	1
maximum force	0.02131	hartree/bohr
ΔE to the lowest compared entry with this formula, charge and spin	310.9	kJ/mol

Entry from the Open Molecules 2025 dataset: a 2-piece molecular cluster, C4H11N3 overall at a distorted geometry (wB97M-V/def2-TZVPD).

Atoms and positions in Å:
C1 -2.532 0.129 0.197
C2 -0.304 -0.369 0.858
C3 2.343 -0.987 -0.664
C4 2.023 1.157 0.501
N1 -3.582 -0.097 -0.587
N2 -1.359 -0.633 0.118
N3 1.611 -0.018 -0.141
H1 -2.528 0.957 0.927
H2 -0.222 0.551 1.433
H3 3.040 -1.436 0.095
H4 3.111 -0.604 -1.443
H5 1.579 -1.692 -1.072
H6 3.061 1.393 0.068
H7 2.170 1.421 1.623
H8 1.272 1.945 0.155
H9 -4.399 0.504 -0.228
H10 -3.977 -0.728 -1.311
H11 -1.307 -1.493 -0.531

Results
HOMO-LUMO gap (alpha / beta)	0.2783 / 0.2827	Ha
E_HOMO (alpha / beta)	-17.86 / -17.75	eV
2S+1	1
total charge	+2
maximum force	0.12295	hartree/bohr
ΔE to the lowest compared entry with this formula, charge and spin	626.3	kJ/mol

Entry from the Open Molecules 2025 dataset: an isolated ion of composition C4H11N3 and charge +2 at a distorted geometry (wB97M-V/def2-TZVPD).

Atoms and positions in Å:
C1 1.363 -0.502 -1.217
N1 0.929 -0.120 -0.116
C2 1.520 -0.301 1.135
C3 -0.387 0.873 -0.156
N2 -0.133 2.138 -0.073
N3 -1.548 0.290 -0.083
C4 -1.820 -1.252 -0.075
H1 2.308 -1.115 -1.248
H2 0.846 0.065 -2.053
H3 0.700 -0.742 1.873
H4 1.951 0.480 1.743
H5 2.312 -0.980 1.052
H6 -0.883 2.862 0.158
H7 0.784 2.556 -0.278
H8 -2.353 0.697 -0.422
H9 -2.856 -1.500 0.431
H10 -1.041 -1.784 0.457
H11 -1.690 -1.663 -1.126

Results
HOMO-LUMO gap	0.3950	Ha
E_HOMO	-20.14	eV
2S+1	1
total charge	+2
maximum force	0.10444	hartree/bohr
ΔE to the lowest compared entry with this formula, charge and spin	238.5	kJ/mol

Entry from the Open Molecules 2025 dataset: a 2-piece molecular cluster, C4H11N3O overall (wB97M-V/def2-TZVPD).

Atoms and positions in Å:
H1 -1.529 1.341 -1.591
N1 -1.143 1.440 -0.650
C1 -1.561 0.586 0.174
C2 -2.503 -0.541 -0.057
H2 -1.172 0.672 1.186
H3 -3.290 -0.537 0.695
H4 -2.945 -0.498 -1.051
H5 -1.949 -1.475 0.047
C3 1.883 -0.194 1.376
N2 1.519 -0.086 -0.017
N3 1.773 1.169 -0.593
C4 0.852 -1.059 -0.651
O1 0.515 -2.117 -0.167
H6 1.383 0.584 1.954
H7 2.961 -0.077 1.484
H8 1.576 -1.178 1.722
H9 2.070 1.051 -1.559
H10 0.905 1.719 -0.590
H11 0.654 -0.801 -1.711

Results
HOMO-LUMO gap	0.3720	Ha
E_HOMO	-9.12	eV
2S+1	1
maximum force	0.01508	hartree/bohr
ΔE to the lowest compared entry with this formula, charge and spin	211.0	kJ/mol

Entry from the Open Molecules 2025 dataset: a 2-piece molecular cluster, C4H11N3O overall at a distorted geometry (wB97M-V/def2-TZVPD).

Atoms and positions in Å:
C1 -2.013 1.341 -0.013
C2 -1.920 -0.181 0.064
C3 -0.911 -0.325 0.892
C4 0.586 -0.682 0.332
H1 -1.217 2.244 -1.616
H2 -0.254 2.536 -0.354
H3 -1.822 1.792 1.198
H4 -3.055 1.675 -0.393
H5 -2.825 -0.513 0.521
H6 -1.712 -0.408 -1.013
H7 -0.963 -1.216 1.471
H8 -0.990 0.547 1.637
H9 1.954 -2.588 1.143
H10 1.177 0.596 -1.037
H11 3.525 -0.401 -0.490
N1 -0.874 1.824 -0.854
N2 0.764 -1.869 0.901
N3 1.654 0.081 -0.194
O1 2.614 -0.680 -0.961

Results
HOMO-LUMO gap	0.3460	Ha
E_HOMO	-8.55	eV
2S+1	1
maximum force	0.20142	hartree/bohr
ΔE to the lowest compared entry with this formula, charge and spin	845.5	kJ/mol

Entry from the Open Molecules 2025 dataset: a 3-piece molecular cluster, C4H11N3O overall at a distorted geometry (wB97M-V/def2-TZVPD).

Atoms and positions in Å:
C1 0.903 -2.154 -0.055
C2 -1.956 0.197 -0.810
N1 -1.050 -0.481 0.107
H1 -1.533 -1.139 0.708
H2 -1.441 0.983 -1.362
H3 1.948 -2.013 -0.295
H4 0.338 -2.338 -0.955
H5 0.652 -2.857 0.729
H6 -2.339 -0.527 -1.533
H7 -2.803 0.641 -0.276
C3 0.820 1.191 0.023
N2 1.228 2.258 0.749
C4 -0.027 0.203 0.882
N3 1.213 1.001 -1.177
O1 -0.349 0.557 2.040
H8 1.840 2.928 0.315
H9 0.848 2.355 1.678
H10 0.848 0.141 -1.572
H11 0.859 -0.946 0.803

Results
HOMO-LUMO gap	0.2900	Ha
E_HOMO	-8.63	eV
2S+1	1
maximum force	0.10239	hartree/bohr
ΔE to the lowest compared entry with this formula, charge and spin	437.8	kJ/mol

Entry from the Open Molecules 2025 dataset: a 2-piece molecular cluster, C4H11N3O overall (wB97M-V/def2-TZVPD).

Atoms and positions in Å:
N1 0.120 -1.376 1.419
C1 -0.473 -0.400 2.193
N2 -1.695 -0.759 2.756
O1 0.018 0.693 2.364
H1 -0.487 -2.086 1.043
H2 0.705 -0.961 0.710
H3 -1.808 -1.738 2.966
H4 -1.931 -0.165 3.537
C2 -0.226 -0.977 -2.494
C3 0.611 -0.116 -1.929
N3 0.303 0.778 -0.915
C4 1.088 1.994 -0.816
H5 -1.276 -0.972 -2.226
H6 0.150 -1.677 -3.221
H7 1.657 -0.122 -2.212
H8 -0.687 0.968 -0.844
H9 0.907 2.460 0.149
H10 2.154 1.744 -0.866
H11 0.870 2.712 -1.613

Results
HOMO-LUMO gap	0.3360	Ha
E_HOMO	-8.25	eV
2S+1	1
maximum force	0.00612	hartree/bohr
ΔE to the lowest compared entry with this formula, charge and spin	71.5	kJ/mol

Entry from the Open Molecules 2025 dataset: a 2-piece molecular cluster, C4H11N3O overall at a distorted geometry (wB97M-V/def2-TZVPD).

Atoms and positions in Å:
C1 1.731 -0.530 2.162
C2 -2.111 0.277 -2.192
C3 -0.671 0.505 -2.539
C4 -0.602 -0.069 -0.347
N1 2.144 -0.800 3.435
N2 2.178 0.506 1.568
N3 -2.039 -0.244 -0.822
O1 0.075 0.283 -1.336
H1 -2.551 1.206 -2.056
H2 -2.806 -0.212 -2.882
H3 -0.429 -0.190 -3.288
H4 -0.416 1.613 -2.803
H5 0.948 -1.159 1.806
H6 1.638 -1.605 3.776
H7 2.909 -0.254 3.913
H8 2.057 0.546 0.544
H9 2.776 1.168 1.877
H10 -2.691 0.228 -0.094
H11 -2.137 -1.269 -0.721

Results
HOMO-LUMO gap	0.3938	Ha
E_HOMO	-18.54	eV
2S+1	1
total charge	+2
maximum force	0.10812	hartree/bohr
ΔE to the lowest compared entry with this formula, charge and spin	126.3	kJ/mol

Entry from the Open Molecules 2025 dataset: a 2-piece molecular cluster, C4H11N3O2 overall at a distorted geometry (wB97M-V/def2-TZVPD).

Atoms and positions in Å:
C1 0.568 1.663 1.732
N1 0.752 0.601 0.748
C2 1.830 0.555 0.100
N2 2.841 1.544 -0.021
N3 2.017 -0.591 -0.728
H1 -0.033 2.464 1.266
H2 1.526 2.117 2.040
H3 0.040 1.274 2.584
H4 3.373 1.315 -0.848
H5 3.414 1.525 0.813
H6 2.496 -0.356 -1.591
H7 1.145 -0.987 -1.062
C3 -3.244 -1.954 -0.900
C4 -1.935 -1.257 -0.677
O1 -0.961 -1.322 -1.381
O2 -2.032 -0.436 0.394
H8 -3.183 -2.680 -1.700
H9 -3.847 -1.132 -1.315
H10 -3.633 -2.289 0.051
H11 -1.133 -0.055 0.496

Results
HOMO-LUMO gap	0.3671	Ha
E_HOMO	-9.16	eV
2S+1	1
maximum force	0.04682	hartree/bohr
ΔE to the lowest compared entry with this formula, charge and spin	51.5	kJ/mol

Entry from the Open Molecules 2025 dataset: a 2-piece molecular cluster, C4H11N3O2 overall at a distorted geometry (wB97M-V/def2-TZVPD).

Atoms and positions in Å:
C1 -1.083 -2.108 2.474
N1 -0.692 -0.718 2.252
C2 -0.915 -0.164 1.147
N2 -1.624 -0.653 -0.050
N3 -0.647 1.156 0.886
H1 -2.150 -2.266 2.283
H2 -0.724 -2.280 3.490
H3 -0.572 -2.825 1.810
H4 -2.630 -0.683 0.045
H5 -1.260 -1.580 -0.271
H6 -0.373 1.511 -0.013
H7 -0.147 1.586 1.658
C3 2.302 0.588 -1.574
C4 1.476 1.739 -2.091
O1 1.781 2.876 -2.338
O2 0.188 1.339 -2.364
H8 3.377 0.653 -1.600
H9 1.892 -0.304 -2.091
H10 1.979 0.298 -0.554
H11 -0.180 1.834 -3.099

Results
HOMO-LUMO gap	0.3490	Ha
E_HOMO	-8.88	eV
2S+1	1
maximum force	0.05688	hartree/bohr
ΔE to the lowest compared entry with this formula, charge and spin	133.8	kJ/mol

Entry from the Open Molecules 2025 dataset: a 2-piece molecular cluster, C4H11N3O2 overall at a distorted geometry (wB97M-V/def2-TZVPD).

Atoms and positions in Å:
H1 -0.295 0.495 -1.577
N1 -0.256 0.499 -0.562
C1 -0.510 1.638 -0.064
N2 -0.599 1.805 1.312
N3 -0.943 2.794 -0.718
C2 -0.757 2.969 -2.139
H2 -0.392 2.744 1.611
H3 -0.197 1.036 1.826
H4 -1.723 3.272 -0.299
H5 -1.527 3.609 -2.573
H6 -0.759 2.030 -2.690
H7 0.193 3.454 -2.363
C3 1.134 -3.402 -0.409
C4 0.657 -2.500 0.702
O1 -0.423 -2.583 1.222
O2 1.598 -1.611 1.060
H8 0.859 -2.927 -1.350
H9 0.576 -4.329 -0.343
H10 2.214 -3.511 -0.373
H11 1.171 -0.945 1.612

Results
HOMO-LUMO gap	0.3598	Ha
E_HOMO	-9.03	eV
2S+1	1
maximum force	0.03027	hartree/bohr
ΔE to the lowest compared entry with this formula, charge and spin	66.9	kJ/mol

Entry from the Open Molecules 2025 dataset: C4H11N3O2 in the gas phase at a distorted geometry (wB97M-V/def2-TZVPD).

Atoms and positions in Å:
C1 1.290 -1.901 0.408
C2 0.697 -0.511 0.386
N1 0.988 0.262 1.501
C3 0.739 0.215 -0.954
C4 -0.691 0.833 -1.058
N2 -0.623 2.187 -0.552
O1 -1.648 0.531 -1.789
N3 -1.013 -0.667 0.317
O2 -2.063 -0.025 1.046
H1 1.060 -2.426 1.340
H2 2.378 -1.834 0.297
H3 0.918 -2.504 -0.424
H4 0.598 1.201 1.390
H5 0.579 -0.162 2.330
H6 1.523 0.977 -0.957
H7 0.869 -0.484 -1.782
H8 -0.002 2.794 -1.074
H9 -1.538 2.597 -0.401
H10 -1.386 -1.334 -0.360
H11 -2.676 0.251 0.334

Results
HOMO-LUMO gap	0.3259	Ha
E_HOMO	-8.03	eV
2S+1	1
maximum force	0.05818	hartree/bohr
ΔE to the lowest compared entry with this formula, charge and spin	431.7	kJ/mol

Entry from the Open Molecules 2025 dataset: C4H11N3O2 in the gas phase at a distorted geometry (wB97M-V/def2-TZVPD).

Atoms and positions in Å:
C1 -0.287 -1.515 0.987
C2 -0.187 -0.127 0.483
C3 0.724 0.712 0.150
N1 0.902 1.949 -0.393
N2 2.219 -0.113 0.459
N3 2.705 -0.796 -0.667
C4 -1.774 0.604 -0.078
O1 -2.117 0.058 -1.328
O2 -2.731 0.288 0.893
H1 -1.314 -1.721 1.288
H2 0.033 -2.257 0.252
H3 0.356 -1.614 1.861
H4 1.022 1.990 -1.398
H5 0.297 2.684 -0.058
H6 2.864 0.647 0.663
H7 2.354 -1.748 -0.662
H8 2.416 -0.349 -1.539
H9 -1.767 1.689 -0.249
H10 -2.101 -0.904 -1.237
H11 -3.615 0.524 0.572

Results
HOMO-LUMO gap	0.3285	Ha
E_HOMO	-8.31	eV
2S+1	1
maximum force	0.13368	hartree/bohr
ΔE to the lowest compared entry with this formula, charge and spin	462.2	kJ/mol

Entry from the Open Molecules 2025 dataset: a 2-piece molecular cluster, C4H11N3O2 overall at a distorted geometry (wB97M-V/def2-TZVPD).

Atoms and positions in Å:
H1 1.726 -1.051 -0.300
N1 0.770 -0.704 -0.330
C1 0.311 -0.537 -1.459
N2 -1.124 0.021 -1.460
N3 0.665 -0.671 -2.853
C2 2.122 -0.472 -3.004
H2 -1.706 -0.728 -1.845
H3 -1.273 -0.003 -0.440
H4 0.108 0.008 -3.351
H5 2.803 -0.985 -2.340
H6 2.474 0.595 -3.142
H7 2.266 -0.904 -4.020
C3 -1.177 1.555 3.488
C4 -0.922 0.257 2.858
O1 0.039 -0.057 2.165
O2 -1.939 -0.626 2.808
H8 -0.251 1.808 4.021
H9 -2.163 1.687 3.876
H10 -0.932 2.353 2.776
H11 -1.798 -1.544 2.553

Results
HOMO-LUMO gap	0.3679	Ha
E_HOMO	-9.20	eV
2S+1	1
maximum force	0.11832	hartree/bohr
ΔE to the lowest compared entry with this formula, charge and spin	238.8	kJ/mol

Entry from the Open Molecules 2025 dataset: a 2-piece molecular cluster, C4H11N3O2 overall at a distorted geometry (wB97M-V/def2-TZVPD).

Atoms and positions in Å:
C1 0.180 -0.089 2.873
N1 0.293 0.459 1.543
C2 1.303 0.744 0.828
N2 1.199 1.802 -0.129
N3 2.550 0.203 0.920
H1 1.159 -0.159 3.356
H2 -0.339 -1.077 2.930
H3 -0.419 0.656 3.384
H4 0.829 2.667 0.218
H5 0.620 1.436 -0.901
H6 2.643 -0.470 1.671
H7 3.186 0.160 0.149
C3 -2.206 -1.404 -2.511
C4 -1.356 -0.623 -1.511
O1 -0.639 0.311 -1.824
O2 -1.279 -1.186 -0.328
H8 -2.118 -2.525 -2.548
H9 -2.006 -0.973 -3.518
H10 -3.201 -1.101 -2.241
H11 -0.869 -0.647 0.411

Results
HOMO-LUMO gap	0.3435	Ha
E_HOMO	-8.50	eV
2S+1	1
maximum force	0.04945	hartree/bohr
ΔE to the lowest compared entry with this formula, charge and spin	119.6	kJ/mol

Entry from the Open Molecules 2025 dataset: a 2-piece molecular cluster, C4H11N3O2 overall at a distorted geometry (wB97M-V/def2-TZVPD).

Atoms and positions in Å:
H1 -1.824 0.952 -2.490
N1 -1.239 0.182 -2.775
C1 -0.004 0.332 -2.581
N2 0.858 -0.744 -2.591
N3 0.566 1.597 -2.216
C2 1.008 1.629 -0.806
H2 1.798 -0.564 -2.887
H3 0.449 -1.590 -2.956
H4 1.333 1.864 -2.818
H5 0.598 2.462 -0.239
H6 2.094 1.670 -0.679
H7 0.714 0.680 -0.354
C3 -0.657 -1.916 3.315
C4 -0.823 -0.436 3.016
O1 -1.393 0.366 3.695
O2 -0.699 -0.270 1.661
H8 0.337 -2.243 3.609
H9 -1.047 -2.571 2.548
H10 -1.295 -2.040 4.194
H11 -0.774 0.642 1.357

Results
HOMO-LUMO gap	0.3680	Ha
E_HOMO	-9.34	eV
2S+1	1
maximum force	0.05984	hartree/bohr
ΔE to the lowest compared entry with this formula, charge and spin	140.5	kJ/mol

Entry from the Open Molecules 2025 dataset: a 2-piece molecular cluster, C4H11N3O2 overall at a distorted geometry (wB97M-V/def2-TZVPD).

Atoms and positions in Å:
H1 -0.885 -0.318 -2.074
N1 -0.327 -0.744 -1.427
C1 -0.898 -1.299 -0.311
N2 -0.133 -1.812 0.673
N3 -2.324 -1.353 -0.249
C2 -3.120 -1.627 -1.450
H2 -0.747 -1.768 1.537
H3 0.804 -1.378 0.810
H4 -2.807 -1.492 0.711
H5 -3.986 -0.887 -1.471
H6 -3.545 -2.652 -1.574
H7 -2.497 -1.276 -2.275
C3 3.368 2.433 1.325
C4 2.046 1.799 0.929
O1 1.118 1.496 1.608
O2 1.857 1.811 -0.416
H8 3.576 3.365 0.748
H9 4.205 1.844 0.981
H10 3.325 2.628 2.430
H11 0.970 1.229 -0.508

Results
HOMO-LUMO gap	0.3453	Ha
E_HOMO	-8.65	eV
2S+1	1
maximum force	0.13363	hartree/bohr
ΔE to the lowest compared entry with this formula, charge and spin	178.3	kJ/mol

Entry from the Open Molecules 2025 dataset: a 2-piece molecular cluster, C4H11N3O2 overall at a distorted geometry (wB97M-V/def2-TZVPD).

Atoms and positions in Å:
H1 -0.797 -1.900 -2.023
N1 -0.843 -1.085 -1.421
C1 -1.107 -1.353 -0.174
N2 -1.429 -0.195 0.523
N3 -1.212 -2.580 0.403
C2 -1.579 -3.747 -0.348
H2 -1.488 -0.212 1.530
H3 -0.903 0.601 0.202
H4 -1.446 -2.685 1.376
H5 -1.287 -3.738 -1.408
H6 -2.648 -3.959 -0.324
H7 -1.058 -4.634 0.016
C3 2.460 3.334 0.545
C4 1.479 2.233 0.325
O1 0.571 1.922 1.053
O2 1.546 1.722 -0.927
H8 3.475 2.938 0.606
H9 2.190 3.876 1.443
H10 2.467 3.973 -0.336
H11 0.971 0.951 -1.031

Results
HOMO-LUMO gap	0.3426	Ha
E_HOMO	-8.48	eV
2S+1	1
maximum force	0.05169	hartree/bohr
ΔE to the lowest compared entry with this formula, charge and spin	68.1	kJ/mol